Here is a 2-piece molecular cluster, C5H7F2IN3O7S2 overall in a non-equilibrium geometry from the Open Molecules 2025 dataset. Energies are from ωB97M-V/def2-TZVPD.

Output
HOMO energy ... -6.9 eV
E_LUMO ... 0.0400 Eh
E ... -59302.510 eV
HOMO-LUMO gap ... 7.98 eV
Charge ... -1
Multiplicity ... 1

Positions of all 27 atoms, in Å:
C -0.379975 3.573144 0.319292
C -1.311580 2.259659 0.767510
C -1.102866 0.968864 -0.275530
I -3.134227 0.372301 -0.962048
O -0.246911 1.473035 -1.360624
C 0.222939 0.400455 -2.250727
O 0.881674 -0.648102 -1.693811
N -0.016091 0.574352 -3.740764
N 0.944111 -0.077283 -4.502197
C 2.056899 0.767905 -4.412162
O 3.315347 1.187245 -4.142301
H 0.761792 3.286366 0.259341
H -0.740269 3.962146 -0.749350
H -0.567458 4.467649 1.074966
H -1.083657 1.887578 1.853403
H -2.435577 2.628263 0.620498
H -0.639988 0.043605 0.311968
H -0.991545 0.318060 -4.022237
N -0.074680 -3.250915 1.820611
S 1.005820 -4.176429 2.485817
O 0.786754 -4.578160 3.871053
O 2.395970 -3.991524 2.085939
F 0.674582 -5.552716 1.733495
S -0.045076 -1.801346 2.428954
O -1.221075 -0.998401 2.095023
O 1.211187 -1.062670 2.392468
F -0.266099 -2.033081 3.991414

Forces on the atoms, in the same order (eV/Å):
-0.422 -0.122 -0.166
-0.242 0.648 -1.156
1.248 0.800 2.202
1.035 0.054 -0.023
-0.626 -3.334 -2.226
2.523 -4.798 3.993
-4.192 7.035 -4.216
-1.683 0.181 3.690
5.798 4.466 0.081
5.959 -1.542 1.555
-10.533 -3.206 -2.392
-2.386 0.704 0.214
0.871 -0.979 2.347
0.512 -2.025 -1.444
-0.535 0.745 -2.162
2.497 -0.923 0.764
-1.093 2.004 -1.666
1.271 0.300 0.541
-0.168 0.814 0.375
3.305 -3.472 1.347
-0.160 1.197 -1.596
-1.953 0.590 0.381
-0.616 0.611 -0.328
-0.153 3.416 0.699
1.060 -1.583 -0.340
-1.314 -1.412 -0.265
-0.002 -0.169 -0.211